The following is a DFT calculation (the ωB97M-V functional and the def2-TZVPD basis) of a cluster of 2 separate species, CH6NOP in total at a distorted geometry.

Each line ends with the Löwdin charge.
Element x y z (Å)
C -0.3946 -1.1431 0.4169  -0.23
N 0.4572 1.5012 0.3494  -0.11
O 2.3634 -0.4307 0.2086  -0.41
P 0.9612 -0.0358 -0.1449  0.54
H -1.1634 -0.7416 -0.1011  -0.02
H 0.0393 -2.1521 0.3381  0.06
H -0.5334 -1.1468 1.4446  0.02
H 1.0717 1.8419 1.0530  0.04
H 0.0750 2.0547 -0.3813  0.03
H 0.4482 -0.2729 -1.9630  0.08

Atoms 1-3, force components in eV/Å:
4.663 -1.016 0.535
0.106 -2.278 -0.719
-1.638 0.696 -0.379

For the orbital gap, the calculation gives 10.73 eV. Its relative energy (zero: lowest compared OMol25 entry of this formula, charge and spin) is 151.47 kJ/mol. The largest force on an atom is 4.80 eV Å⁻¹. Its molar mass is 79.0 g mol⁻¹. Its LUMO energy is 0.89 eV.